Arrangement i

The following is a DFT calculation (ωB97M-V/def2-TZVPD) of a 14-piece molecular cluster, C42H112O14 overall.

The spin multiplicity is 1. The net charge is 0. As for the HOMO energy: -0.3313 Eh.

Positions of all 168 atoms, in Å:
C: 15.932 24.171 12.122
C: 17.162 23.812 12.970
C: 16.993 23.782 14.480
O: 17.596 22.581 12.504
H: 15.993 23.942 11.059
H: 15.674 25.228 12.200
H: 15.065 23.699 12.583
H: 17.995 24.490 12.782
H: 16.506 24.715 14.762
H: 17.946 23.721 15.006
H: 16.221 23.063 14.753
H: 18.001 22.726 11.646
C: 17.969 20.121 15.759
C: 16.658 19.338 15.767
C: 15.390 20.195 15.699
O: 16.713 18.475 14.669
H: 18.116 20.720 16.657
H: 18.089 20.805 14.919
H: 18.769 19.386 15.665
H: 16.672 18.724 16.667
H: 14.508 19.555 15.653
H: 15.386 20.874 14.847
H: 15.294 20.778 16.615
H: 16.681 19.082 13.926
C: 19.761 25.083 9.888
C: 20.058 23.585 10.067
C: 20.700 23.273 11.417
O: 18.831 22.809 10.069
H: 19.337 25.141 8.885
H: 20.624 25.740 9.990
H: 19.060 25.470 10.628
H: 20.690 23.259 9.241
H: 21.706 23.692 11.405
H: 21.002 22.227 11.476
H: 20.199 23.444 12.370
H: 18.976 22.185 9.353
C: 18.965 28.885 16.459
C: 18.509 27.500 16.957
C: 17.071 27.614 17.410
O: 18.726 26.522 15.984
H: 20.004 28.722 16.172
H: 18.828 29.646 17.227
H: 18.418 29.270 15.598
H: 19.110 27.279 17.839
H: 16.758 26.761 18.012
H: 16.438 27.636 16.523
H: 16.891 28.517 17.993
H: 18.255 26.883 15.229
C: 21.332 18.091 17.013
C: 20.682 16.746 16.717
C: 21.068 15.728 17.775
O: 19.302 16.840 16.887
H: 21.231 18.410 18.050
H: 20.905 18.916 16.442
H: 22.397 18.002 16.800
H: 20.897 16.447 15.692
H: 22.154 15.680 17.702
H: 20.568 14.769 17.641
H: 20.822 16.047 18.788
H: 19.226 16.864 17.844
C: 17.737 29.255 12.292
C: 17.923 27.828 12.667
C: 19.370 27.373 12.891
O: 17.210 27.609 13.844
H: 16.743 29.498 11.916
H: 18.445 29.515 11.504
H: 18.024 29.931 13.097
H: 17.392 27.220 11.935
H: 19.888 27.330 11.933
H: 19.462 26.391 13.356
H: 19.900 28.028 13.583
H: 16.297 27.755 13.585
C: 25.382 20.981 14.579
C: 23.831 20.960 14.456
C: 23.453 20.919 12.965
O: 23.400 19.678 14.955
H: 25.830 20.070 14.183
H: 25.655 20.952 15.634
H: 25.858 21.874 14.174
H: 23.388 21.786 15.012
H: 22.381 20.850 12.781
H: 23.826 20.015 12.484
H: 23.862 21.712 12.339
H: 23.739 18.980 14.390
C: 21.130 23.564 21.345
C: 20.436 22.282 21.794
C: 21.052 21.767 23.104
O: 19.095 22.717 21.950
H: 20.660 23.997 20.462
H: 22.162 23.380 21.046
H: 20.980 24.338 22.097
H: 20.510 21.565 20.976
H: 20.920 22.411 23.974
H: 22.133 21.722 22.970
H: 20.645 20.823 23.468
H: 18.838 22.996 21.068
C: 16.458 22.942 17.953
C: 17.169 23.778 19.022
C: 16.348 23.801 20.268
O: 18.442 23.200 19.350
H: 15.437 23.300 17.815
H: 16.408 21.896 18.255
H: 16.993 22.918 17.004
H: 17.331 24.778 18.617
H: 15.462 24.400 20.055
H: 16.876 24.369 21.034
H: 16.094 22.835 20.704
H: 18.985 23.383 18.580
C: 26.581 24.094 17.484
C: 25.165 24.469 17.864
C: 24.781 23.788 19.138
O: 25.084 25.865 18.034
H: 26.626 23.080 17.088
H: 27.224 24.042 18.362
H: 27.022 24.858 16.843
H: 24.412 24.077 17.180
H: 23.967 24.294 19.655
H: 25.606 23.712 19.846
H: 24.439 22.774 18.931
H: 25.643 26.112 18.774
C: 25.339 24.896 13.054
C: 23.878 25.106 12.790
C: 23.336 26.095 13.819
O: 23.607 25.596 11.488
H: 25.423 24.577 14.093
H: 26.041 25.728 12.993
H: 25.731 24.165 12.347
H: 23.323 24.188 12.982
H: 23.831 27.057 13.686
H: 23.543 25.803 14.849
H: 22.273 26.328 13.769
H: 24.144 26.378 11.337
C: 21.275 22.243 17.270
C: 21.059 23.660 16.674
C: 21.158 23.708 15.166
O: 19.736 24.099 17.014
H: 20.941 22.213 18.307
H: 22.327 21.978 17.162
H: 20.785 21.425 16.743
H: 21.735 24.396 17.108
H: 22.175 23.539 14.812
H: 20.892 24.728 14.889
H: 20.464 22.979 14.746
H: 19.582 24.925 16.550
C: 24.478 19.236 19.191
C: 23.869 18.729 20.503
C: 22.779 17.691 20.273
O: 24.927 18.285 21.349
H: 23.703 19.810 18.685
H: 24.846 18.496 18.480
H: 25.241 19.978 19.426
H: 23.303 19.540 20.962
H: 23.043 17.063 19.422
H: 21.818 18.146 20.032
H: 22.618 17.169 21.217
H: 25.467 17.640 20.886
C: 19.279 18.740 21.692
C: 18.457 18.595 20.399
C: 18.552 19.667 19.324
O: 18.883 17.379 19.735
H: 20.276 19.103 21.440
H: 19.325 17.804 22.249
H: 18.886 19.527 22.335
H: 17.393 18.510 20.616
H: 18.337 20.612 19.823
H: 17.928 19.416 18.466
H: 19.604 19.709 19.041
H: 18.854 16.685 20.398

Here are the Löwdin charges for atoms 1 to 6, given in e: -0.030, -0.508, -0.036, -0.058, 0.081, 0.057

Arrangement ii

The following is a DFT calculation (ωB97M-V/def2-TZVPD) of a 14-piece molecular cluster, C42H112O14 overall.

The spin multiplicity is 1. The net charge is 0. As for the HOMO energy: -0.3468 Eh.

Positions of all 168 atoms, in Å:
C: 24.205 -8.587 10.268
C: 24.979 -7.395 10.826
C: 26.454 -7.684 10.890
O: 24.848 -6.280 9.881
H: 24.629 -8.966 9.336
H: 23.160 -8.377 10.017
H: 24.186 -9.381 11.026
H: 24.508 -7.082 11.764
H: 26.846 -7.905 9.896
H: 26.632 -8.513 11.578
H: 27.017 -6.807 11.217
H: 23.935 -5.973 9.896
C: 27.790 -1.718 10.962
C: 26.385 -2.250 11.221
C: 26.407 -3.773 11.289
O: 26.091 -1.762 12.524
H: 27.814 -0.625 10.979
H: 28.168 -2.022 9.980
H: 28.533 -2.066 11.684
H: 25.779 -1.806 10.426
H: 26.614 -4.052 12.319
H: 27.018 -4.204 10.499
H: 25.409 -4.191 11.127
H: 25.183 -1.923 12.824
C: 29.818 -5.982 9.978
C: 30.676 -5.267 8.934
C: 30.800 -6.168 7.704
O: 30.116 -4.014 8.580
H: 29.554 -5.271 10.762
H: 30.256 -6.878 10.415
H: 28.896 -6.336 9.489
H: 31.675 -5.181 9.370
H: 31.443 -5.773 6.919
H: 29.789 -6.164 7.269
H: 31.070 -7.189 7.960
H: 29.171 -4.201 8.468
C: 30.098 -6.075 19.516
C: 30.842 -4.978 18.761
C: 29.993 -3.760 18.445
O: 32.015 -4.513 19.464
H: 29.714 -5.647 20.454
H: 30.858 -6.798 19.829
H: 29.300 -6.552 18.957
H: 31.173 -5.436 17.810
H: 29.381 -3.492 19.308
H: 29.298 -3.994 17.634
H: 30.665 -2.971 18.119
H: 32.574 -5.266 19.688
C: 25.482 -7.349 18.597
C: 26.084 -6.188 19.374
C: 25.355 -4.863 19.286
O: 26.194 -6.643 20.759
H: 26.290 -8.096 18.561
H: 25.334 -7.149 17.536
H: 24.693 -7.878 19.128
H: 27.119 -6.053 19.036
H: 24.336 -4.929 19.663
H: 25.331 -4.527 18.248
H: 25.939 -4.082 19.776
H: 27.044 -6.355 21.103
C: 30.859 -3.494 12.187
C: 31.460 -2.354 12.997
C: 32.003 -2.770 14.330
O: 32.635 -1.964 12.218
H: 31.512 -4.369 12.103
H: 30.613 -3.165 11.177
H: 29.963 -3.933 12.655
H: 30.797 -1.486 12.976
H: 31.244 -3.255 14.949
H: 32.490 -1.940 14.831
H: 32.718 -3.573 14.133
H: 32.404 -1.839 11.295
C: 30.616 -11.159 19.180
C: 30.022 -9.796 18.848
C: 30.942 -8.931 17.996
O: 28.812 -9.872 18.025
H: 30.411 -11.931 18.436
H: 30.206 -11.474 20.141
H: 31.705 -11.126 19.232
H: 29.735 -9.275 19.766
H: 30.389 -8.114 17.549
H: 31.436 -9.525 17.213
H: 31.860 -8.616 18.506
H: 28.112 -10.247 18.581
C: 32.999 -8.240 13.837
C: 33.405 -6.862 14.341
C: 32.815 -6.594 15.734
O: 34.828 -6.863 14.465
H: 33.395 -9.012 14.493
H: 33.351 -8.296 12.809
H: 31.910 -8.303 13.856
H: 33.105 -6.096 13.618
H: 33.077 -5.605 16.113
H: 33.280 -7.357 16.361
H: 31.732 -6.732 15.684
H: 35.115 -5.943 14.481
C: 23.783 -5.079 13.674
C: 23.045 -3.955 14.379
C: 23.109 -4.030 15.916
O: 23.576 -2.701 13.888
H: 23.553 -5.991 14.234
H: 24.863 -4.957 13.765
H: 23.434 -5.162 12.650
H: 21.977 -4.028 14.106
H: 22.895 -5.065 16.197
H: 22.357 -3.388 16.369
H: 24.129 -3.780 16.215
H: 23.069 -1.972 14.265
C: 26.912 -1.656 16.523
C: 27.562 -0.527 15.732
C: 28.814 -0.940 14.969
O: 26.573 -0.089 14.788
H: 26.744 -2.509 15.848
H: 25.975 -1.382 16.993
H: 27.634 -2.109 17.220
H: 27.708 0.297 16.435
H: 28.682 -1.928 14.520
H: 29.605 -1.072 15.717
H: 29.026 -0.154 14.252
H: 26.600 -0.743 14.068
C: 29.619 -9.626 10.975
C: 30.756 -10.300 10.197
C: 30.691 -10.132 8.701
O: 32.031 -9.818 10.694
H: 28.843 -10.374 11.132
H: 29.190 -8.814 10.388
H: 30.028 -9.285 11.919
H: 30.704 -11.360 10.489
H: 31.538 -10.548 8.157
H: 30.408 -9.140 8.351
H: 29.868 -10.757 8.299
H: 32.689 -10.512 10.645
C: 27.769 -4.957 15.195
C: 28.053 -6.384 14.882
C: 28.957 -6.602 13.674
O: 28.688 -6.963 16.044
H: 27.195 -4.889 16.114
H: 27.237 -4.438 14.394
H: 28.692 -4.392 15.371
H: 27.112 -6.932 14.713
H: 28.953 -7.661 13.420
H: 29.960 -6.234 13.896
H: 28.594 -6.028 12.813
H: 28.644 -7.926 15.910
C: 24.144 -9.087 14.243
C: 24.054 -9.330 15.764
C: 22.784 -10.018 16.211
O: 25.176 -10.073 16.203
H: 24.480 -10.030 13.797
H: 24.882 -8.308 14.035
H: 23.195 -8.812 13.779
H: 24.077 -8.318 16.203
H: 22.752 -9.981 17.299
H: 22.817 -11.080 15.943
H: 21.919 -9.607 15.699
H: 26.029 -9.710 15.908
C: 30.122 -10.854 14.378
C: 28.568 -10.806 14.443
C: 27.972 -12.181 14.713
O: 28.151 -9.826 15.414
H: 30.391 -11.890 14.107
H: 30.588 -10.910 15.370
H: 30.555 -10.163 13.674
H: 28.316 -10.462 13.436
H: 26.886 -12.078 14.628
H: 28.255 -12.660 15.649
H: 28.257 -12.869 13.910
H: 28.480 -10.060 16.319

Here are the Löwdin charges for atoms 1 to 6, given in e: -0.059, -0.460, -0.056, -0.080, 0.083, 0.078

So which one wins? Going from most stable to least: arrangement ii, arrangement i.

Arrangement i

The following is a DFT calculation (ωB97M-V/def2-TZVPD) of a single C4H8O3 molecule.

The spin multiplicity is 1. The SMILES is C[C@@H](O)[C@@H](O)C=O. The net charge is 0. As for the HOMO energy: -0.3810 Eh.

Positions of all 15 atoms, in Å:
C: -0.075 0.219 -1.690
C: -0.689 -0.215 -0.376
O: -1.470 -1.366 -0.608
C: 0.351 -0.385 0.752
O: 1.660 -0.630 0.330
C: 0.305 0.916 1.548
O: 1.297 1.427 2.008
H: -0.881 0.470 -2.384
H: 0.555 1.101 -1.539
H: 0.540 -0.574 -2.123
H: -1.350 0.613 -0.039
H: -1.778 -1.704 0.242
H: 0.012 -1.206 1.417
H: 2.222 -0.060 0.884
H: -0.700 1.395 1.578

Here are the Löwdin charges for atoms 1 to 6, given in e: -0.028, -0.415, -0.020, -0.312, -0.003, -0.183

Arrangement ii

The following is a DFT calculation (ωB97M-V/def2-TZVPD) of a 2-piece molecular cluster, C4H8O3 overall.

The spin multiplicity is 1. The SMILES is CC(C=O)C=O.O. The net charge is 0. As for the HOMO energy: -0.3694 Eh.

Positions of all 15 atoms, in Å:
C: -0.899 1.220 -1.101
C: -0.317 0.507 0.124
C: -0.570 -0.917 -0.338
O: 0.191 -1.555 -1.030
C: 1.163 0.797 0.330
O: 1.663 1.015 1.410
H: -1.620 0.550 -1.590
H: -1.404 2.165 -0.881
H: -0.084 1.326 -1.827
H: -0.849 0.683 1.062
H: -1.635 -1.214 -0.208
H: 1.775 0.750 -0.604
O: 0.555 -1.812 1.787
H: 0.684 -2.240 0.931
H: 1.347 -1.276 1.935

Here are the Löwdin charges for atoms 1 to 6, given in e: -0.046, -0.290, -0.292, 0.047, -0.220, 0.060

Arrangement iii

The following is a DFT calculation (ωB97M-V/def2-TZVPD) of a single C4H8O3 molecule.

The spin multiplicity is 1. The SMILES is C[C@@H](O)COC=O. The net charge is 0. As for the HOMO energy: -0.3833 Eh.

Positions of all 15 atoms, in Å:
C: 1.132 -1.491 0.687
C: -0.150 -0.775 0.267
O: -0.614 0.033 1.334
C: 0.012 0.045 -1.017
O: -1.140 0.879 -1.204
C: -1.125 2.041 -0.550
O: -0.199 2.493 0.079
H: 1.271 -2.468 0.218
H: 1.021 -1.630 1.765
H: 2.029 -0.886 0.508
H: -0.948 -1.509 0.109
H: -0.038 0.809 1.400
H: 0.058 -0.596 -1.902
H: 0.908 0.674 -0.981
H: -2.090 2.548 -0.678

Here are the Löwdin charges for atoms 1 to 6, given in e: -0.039, -0.412, -0.038, -0.121, -0.011, -0.334

Arrangement iv

The following is a DFT calculation (ωB97M-V/def2-TZVPD) of a 2-piece molecular cluster, C4H8O3 overall.

The spin multiplicity is 1. The net charge is 0. As for the HOMO energy (alpha / beta): -0.3635 / -0.3635 Eh.

Positions of all 15 atoms, in Å:
O: -0.652 -0.995 -1.581
C: 0.097 0.205 -1.668
C: 1.041 0.234 -0.473
C: 0.273 0.321 0.834
O: -0.399 1.298 1.108
C: 0.329 -0.919 1.778
O: -0.007 -0.958 3.312
H: -1.356 -0.962 -2.241
H: -0.551 1.094 -1.630
H: 0.682 0.245 -2.600
H: 1.676 1.126 -0.535
H: 1.680 -0.653 -0.490
H: -0.143 -1.774 1.053
H: 1.370 -1.219 1.884
H: -1.223 -0.455 2.062

Here are the Löwdin charges for atoms 1 to 6, given in e: -0.062, -0.259, -0.112, -0.420, 0.078, -0.297

So which one wins? Going from most stable to least: arrangement iii, arrangement i, arrangement ii, arrangement iv.